C18H20ClNO2S | the ωB97M-V functional and the def2-TZVPD basis

Geometry (Å):
C -0.0609 -3.5939 3.0787
C 1.4379 -3.5585 2.7225
C 1.5669 -2.8196 1.3856
N 0.2183 -2.3025 1.0852
C -0.0607 -1.8240 -0.1091
C -1.4142 -1.4666 -0.4504
C -2.1817 -0.6767 0.4439
C -3.5446 -0.5189 0.2360
C -4.1470 -1.0507 -0.9126
C -3.3793 -1.7637 -1.8441
C -2.0149 -1.9426 -1.6418
C -0.8009 -2.7073 2.0646
H -0.4534 -4.6149 3.0138
H -0.2257 -3.2189 4.0919
H 2.0061 -3.0106 3.4811
H 1.8584 -4.5664 2.6374
H 2.2962 -1.9942 1.4203
H 1.8844 -3.5020 0.5789
H 0.7141 -1.9630 -0.8668
H -1.6890 -0.2125 1.3016
H -4.1499 -0.0016 0.9827
H -5.2167 -0.9119 -1.0826
H -3.8622 -2.1972 -2.7254
H -1.3959 -2.4801 -2.3675
H -1.6352 -3.2625 1.6024
H -1.2563 -1.8448 2.5772
Cl 1.6973 0.6534 -0.3528
C 1.1569 0.0070 -1.8309
S 1.4371 1.1065 -3.2078
C 3.1600 1.2102 -3.7516
C 4.0946 1.8967 -2.9773
C 5.4091 2.0272 -3.4363
C 5.7824 1.4856 -4.6735
C 4.8185 0.8581 -5.4732
C 3.5043 0.7204 -5.0151
O 0.7011 0.4619 -4.2769
O 1.0869 2.4454 -2.7933
H 0.0997 -0.2859 -1.8959
H 3.7987 2.3151 -2.0172
H 6.1458 2.5605 -2.8303
H 6.8172 1.5745 -5.0259
H 5.0867 0.4777 -6.4636
H 2.7481 0.2325 -5.6296

**Energy relative to the best compared isomer or geometry (same formula, charge and spin)**: 502.27 kJ/mol
**HOMO level**: -0.2177 hartree
**Max |F|**: 3.37 eV/A
**Energy**: -1761.35765 Ha